The following is a DFT calculation (the ωB97M-V functional and the def2-TZVPD basis) of a 2-piece molecular cluster, C3H4NO overall.

The geometry in XYZ format:
```
9
Properties=species:S:1:pos:R:3:lowdin_charge:R:1
C -1.983 -0.705 0.711 0.045
C 2.216 1.162 0.101 0.282
C -0.770 -0.624 0.272 -0.254
N 2.721 1.197 -0.968 0.336
O 0.365 -0.557 -0.034 0.086
H -2.222 -0.828 1.831 0.130
H -2.649 -0.797 -0.102 0.065
H 2.114 0.920 1.112 0.126
H 2.940 1.492 -1.932 0.183
```

Properties
energy above the lowest of the compared OMol25 structures with the same formula, charge and spin = 2.038 eV
total charge = +1
HOMO energy = -13.21 eV


The following is a DFT calculation (the ωB97M-V functional and the def2-TZVPD basis) of C6H8AlF6O7S2 as an isolated structure.

The geometry in XYZ format:
```
30
Properties=species:S:1:pos:R:3:mulliken_spin:R:1
Al 0.390 3.783 12.107 -0.001
C -2.110 8.673 13.414 -0.011
F -1.495 9.258 14.406 -0.001
F -3.345 9.260 13.199 -0.001
F -1.418 8.847 12.245 -0.001
S -2.320 6.726 13.686 -0.109
O -3.326 6.309 12.742 0.370
O -1.040 6.011 13.391 0.315
O -2.698 6.523 15.077 0.434
C 1.211 4.164 17.599 -0.007
F 2.439 4.056 17.132 -0.001
F 0.738 2.929 18.026 0.000
F 1.230 5.081 18.593 -0.001
S 0.182 4.898 16.218 -0.109
O -1.259 4.711 16.616 0.554
O 0.620 6.278 16.189 0.356
O 0.531 4.187 14.958 0.215
C -2.428 0.583 9.157 0.002
C -1.316 -0.284 9.585 -0.039
C -0.999 0.315 10.912 -0.045
O -1.135 1.725 10.682 -0.651
C -2.043 1.997 9.621 -0.012
H -3.303 0.270 9.726 -0.003
H -2.587 0.435 8.089 0.000
H -0.388 -0.259 9.014 -0.012
H -1.594 -1.334 9.681 0.001
H -0.047 -0.005 11.334 -0.031
H -1.664 -0.164 11.630 -0.102
H -1.413 2.552 8.926 -0.052
H -2.904 2.481 10.083 -0.059
```

Properties
spin multiplicity = 2
total charge = +2
HOMO energy (spin up / spin down) = -17.96 / -17.72 eV
expectation value of S² = 1.79


The following is a DFT calculation (the ωB97M-V functional and the def2-TZVPD basis) of a single C4H15NSi2 molecule.

The geometry in XYZ format:
```
22
Properties=species:S:1:pos:R:3:lowdin_charge:R:1
C -0.848 -0.339 1.585 -0.128
C -1.286 0.139 0.228 -0.447
C -2.394 -0.610 -0.568 -0.075
N -0.144 0.247 -0.756 -0.406
C -0.237 1.307 -1.646 -0.188
Si 1.287 -0.671 -0.490 0.418
Si 2.969 -0.029 1.081 0.434
H -0.911 -1.421 1.888 0.099
H 0.042 0.183 2.022 0.051
H -1.628 0.073 2.262 0.082
H -1.638 1.296 0.243 0.169
H -2.057 -1.669 -0.881 0.102
H -2.524 -0.128 -1.520 0.037
H -3.367 -0.712 0.016 0.093
H 0.486 1.237 -2.471 0.070
H -1.319 1.233 -2.027 0.106
H 0.212 2.171 -1.161 0.082
H 2.166 -0.548 -1.753 -0.047
H 0.934 -2.041 -0.400 -0.080
H 3.821 1.108 0.547 -0.124
H 2.557 0.340 2.565 -0.102
H 3.880 -1.164 1.234 -0.149
```

Properties
energy above the lowest of the compared OMol25 structures with the same formula, charge and spin = 3.485 eV
HOMO energy = -8.24 eV
SMILES = CC(C)N(C)[SiH2][SiH3]


The following is a DFT calculation (the ωB97M-V functional and the def2-TZVPD basis) of a single C16H21NO3 molecule.

The geometry in XYZ format:
```
41
Properties=species:S:1:pos:R:3:lowdin_charge:R:1
C -7.025 -1.338 -0.733 -0.104
C -6.859 -0.132 0.182 -0.226
C -5.532 0.581 -0.061 -0.222
O -4.492 -0.280 0.359 -0.043
C -3.206 0.123 0.228 -0.263
C -2.235 -0.781 0.672 0.005
C -0.898 -0.473 0.591 -0.020
C -0.470 0.749 0.058 -0.225
C 0.923 1.126 -0.046 -0.020
C 1.982 0.480 0.460 0.003
C 3.329 1.049 0.281 -0.455
O 3.497 2.204 -0.083 0.042
N 4.397 0.257 0.596 -0.060
C 4.421 -1.180 0.733 -0.126
C 5.180 -1.790 -0.457 -0.189
O 6.481 -1.268 -0.560 -0.132
C 6.452 0.136 -0.714 -0.180
C 5.735 0.803 0.463 -0.116
C -1.448 1.636 -0.393 -0.024
C -2.795 1.341 -0.308 -0.012
H -7.956 -1.854 -0.516 0.069
H -7.036 -1.029 -1.776 0.074
H -6.200 -2.031 -0.586 0.072
H -6.891 -0.453 1.224 0.112
H -7.669 0.580 0.016 0.110
H -5.422 0.816 -1.129 0.130
H -5.496 1.518 0.512 0.130
H -2.566 -1.723 1.080 0.119
H -0.174 -1.193 0.938 0.108
H 1.126 2.042 -0.588 0.120
H 1.868 -0.418 1.044 0.089
H 3.418 -1.598 0.767 0.110
H 4.950 -1.433 1.661 0.133
H 5.291 -2.868 -0.329 0.126
H 4.617 -1.588 -1.382 0.131
H 7.492 0.459 -0.769 0.127
H 5.937 0.400 -1.650 0.132
H 5.647 1.877 0.300 0.122
H 6.287 0.607 1.388 0.132
H -1.144 2.585 -0.810 0.116
H -3.514 2.063 -0.661 0.104
```

Properties
energy above the lowest of the compared OMol25 structures with the same formula, charge and spin = 2.045 eV
HOMO energy = -8.15 eV
SMILES = CCCOc1ccc(/C=C/C(=O)N2CCOCC2)cc1


The following is a DFT calculation (the ωB97M-V functional and the def2-TZVPD basis) of C40H40I2LaN6O2S4SbSi as an isolated structure.

The geometry in XYZ format:
```
97
Properties=species:S:1:pos:R:3:lowdin_charge:R:1
La 13.127 11.359 12.438 1.625
C 14.693 13.858 8.363 0.008
C 16.106 13.982 8.593 -0.039
C 16.684 13.238 9.605 -0.028
C 15.955 12.261 10.314 -0.216
N 14.636 12.263 10.176 0.031
C 14.013 12.980 9.241 -0.138
C 16.541 11.321 11.328 -0.191
C 17.897 11.007 11.142 0.007
C 18.450 10.144 12.071 -0.059
C 17.734 9.692 13.175 0.009
C 16.369 10.053 13.227 -0.211
N 15.834 10.860 12.340 0.071
C 15.514 9.413 14.285 -0.217
C 15.957 8.354 15.187 -0.003
C 15.084 7.732 16.000 0.011
C 13.686 8.274 16.212 -0.175
C 13.465 9.563 15.386 -0.296
N 14.323 9.881 14.275 0.020
H 14.197 14.398 7.548 0.054
H 16.734 14.670 8.058 0.103
H 17.767 13.373 9.708 0.107
H 12.964 12.802 9.171 0.035
H 18.490 11.370 10.360 0.092
H 19.468 9.848 11.896 0.100
H 18.303 8.925 13.805 0.130
H 16.942 7.980 15.119 0.079
H 15.433 6.836 16.555 0.123
H 12.938 7.494 16.032 0.073
H 12.449 9.516 15.052 0.069
O 12.088 13.651 11.454 -0.264
N 12.767 14.710 11.491 -0.011
N 13.944 14.555 12.011 -0.229
O 14.313 13.447 12.554 -0.355
C 14.879 15.608 12.127 -0.175
C 14.959 16.672 11.236 -0.011
C 15.944 17.611 11.477 -0.076
C 16.759 17.593 12.645 -0.097
C 16.604 16.551 13.513 -0.107
C 15.685 15.548 13.254 -0.013
H 14.380 16.778 10.334 0.117
H 16.029 18.414 10.753 0.100
H 17.394 18.433 12.817 0.084
H 17.124 16.491 14.490 0.111
H 15.523 14.736 13.988 0.122
S 11.194 6.160 9.962 -0.232
Sb 11.814 7.566 11.571 -0.191
S 10.506 9.839 11.634 -0.412
S 11.497 7.233 13.786 -0.139
S 13.777 8.687 11.175 -0.215
C 13.056 12.706 14.929 -0.327
Si 12.520 11.916 16.483 0.589
C 10.709 11.355 16.515 -0.259
N 9.989 11.461 15.240 -0.171
C 8.710 10.671 15.378 -0.214
C 7.610 11.078 14.429 -0.178
C 7.321 12.600 14.560 -0.199
C 8.361 13.326 15.386 -0.192
C 9.734 12.886 14.973 -0.220
C 13.637 10.456 16.665 -0.334
C 15.008 10.969 16.920 -0.087
C 15.864 10.466 17.802 -0.094
C 15.486 9.417 18.727 -0.114
C 14.292 8.886 18.627 -0.073
C 13.362 9.154 17.485 -0.171
C 12.844 12.773 18.210 -0.215
C 12.349 12.160 19.377 -0.096
C 12.676 12.677 20.629 -0.122
C 13.532 13.755 20.785 -0.101
C 14.085 14.324 19.602 -0.102
C 13.678 13.868 18.376 -0.124
H 14.141 12.746 14.853 -0.056
H 12.689 13.698 14.656 -0.024
H 10.165 11.853 17.321 0.077
H 10.697 10.296 16.831 0.084
H 8.366 10.643 16.429 0.108
H 9.017 9.596 15.164 0.126
H 6.738 10.419 14.590 0.110
H 7.849 10.803 13.417 0.080
H 6.334 12.771 14.984 0.093
H 7.247 12.996 13.535 0.109
H 8.214 12.965 16.403 0.107
H 8.288 14.409 15.243 0.118
H 10.500 13.399 15.516 0.081
H 9.880 13.117 13.924 0.118
H 15.373 11.824 16.288 0.124
H 16.828 10.938 17.937 0.097
H 16.121 9.217 19.601 0.102
H 13.914 8.147 19.398 0.123
H 12.365 9.032 17.774 0.109
H 11.600 11.348 19.392 0.107
H 12.282 12.272 21.532 0.080
H 13.969 14.098 21.731 0.092
H 14.733 15.180 19.658 0.085
H 14.006 14.356 17.440 0.105
I 10.882 10.557 9.387 0.372
I 13.781 16.732 5.128 -0.904
```

Properties
energy above the lowest of the compared OMol25 structures with the same formula, charge and spin = 3.130 eV
total charge = -2
HOMO energy = -2.51 eV


The following is a DFT calculation (the ωB97M-V functional and the def2-TZVPD basis) of a single C3H6ClFO molecule.

The geometry in XYZ format:
```
12
Properties=species:S:1:pos:R:3:lowdin_charge:R:1
C -0.679 -1.040 -0.317 -0.074
C 0.329 0.085 -0.400 -0.419
O 0.026 1.216 -1.288 -0.052
C 0.359 0.700 0.997 -0.751
F -0.809 1.160 1.312 0.006
Cl 0.672 -0.498 2.275 0.681
H -0.910 -1.359 -1.382 0.110
H -0.238 -1.792 0.298 0.037
H -1.546 -0.638 0.190 0.080
H 1.395 -0.192 -0.581 0.152
H 0.298 0.875 -2.184 0.114
H 1.104 1.483 1.081 0.115
```

Properties
energy above the lowest of the compared OMol25 structures with the same formula, charge and spin = 0.691 eV
HOMO energy = -10.82 eV
SMILES = C[C@@H](O)[C@@H](F)Cl


Calculated DFT total energy in order - -246.31720 -2397.14225 -795.05363 -902.74160 -4776.87015 -753.18205 a.u.